1.
ORCA calculation (ωB97M-V/def2-TZVPD) on the molecule C22H20N4O7 in a non-equilibrium geometry.

The geometry in XYZ format:
```
53
Properties=species:S:1:pos:R:3
C -1.330 -3.820 -1.113
O -0.215 -2.986 -1.416
C 0.311 -3.081 -2.632
O -0.074 -3.819 -3.498
C 1.482 -2.122 -2.813
N 1.371 -0.925 -2.031
C 2.347 -0.486 -1.174
O 3.401 -1.055 -0.959
C 1.860 0.801 -0.602
N 2.445 1.569 0.245
N 3.649 1.284 0.722
C 4.200 1.950 1.799
O 5.361 1.802 2.076
C 3.253 2.852 2.595
N 1.883 2.399 2.593
C 1.642 1.102 2.959
O 2.444 0.456 3.601
C 0.372 0.526 2.439
C 0.365 -0.846 2.196
C -0.716 -1.446 1.589
C -1.822 -0.687 1.227
C -1.850 0.679 1.527
C -0.748 1.280 2.117
O -2.944 1.460 1.253
C -4.109 0.710 0.989
C -3.796 -0.423 0.015
O -2.860 -1.313 0.586
C 0.563 1.043 -1.196
C -0.350 2.073 -1.067
C -1.522 2.012 -1.807
C -1.769 0.944 -2.658
C -0.860 -0.098 -2.800
C 0.303 -0.037 -2.060
H -2.059 -3.207 -0.586
H -1.754 -4.224 -2.034
H -0.995 -4.641 -0.477
H 2.401 -2.627 -2.490
H 1.569 -1.894 -3.883
H 4.173 0.486 0.351
H 3.301 3.864 2.190
H 3.636 2.860 3.620
H 1.291 2.783 1.874
H 1.232 -1.424 2.478
H -0.720 -2.501 1.378
H -0.812 2.333 2.343
H -4.836 1.405 0.567
H -4.502 0.287 1.924
H -4.687 -1.013 -0.208
H -3.384 -0.001 -0.911
H -0.148 2.907 -0.416
H -2.249 2.804 -1.720
H -2.682 0.924 -3.236
H -1.061 -0.919 -3.471
```

Energy (eV): -43432.0610
Multiplicity: 1
Structure (SMILES): COC(=O)CN1C(=O)/C(=N\NC(=O)CNC(=O)c2ccc3c(c2)OCCO3)c2ccccc21
Highest occupied orbital energy (hartree): -0.3137



2.
ORCA calculation (ωB97M-V/def2-TZVPD) on the molecule C22H20N4OS2 in a non-equilibrium geometry.

The geometry in XYZ format:
```
49
Properties=species:S:1:pos:R:3
C 2.170 3.124 1.675
C 2.455 2.002 0.734
C 3.717 1.421 0.641
C 3.879 0.362 -0.246
C 5.181 -0.327 -0.473
N 2.843 -0.078 -0.950
C 1.683 0.530 -0.786
S 0.345 -0.130 -1.689
C 1.106 -1.693 -2.264
C 2.228 -2.280 -1.426
O 3.231 -2.713 -1.943
N 1.996 -2.520 -0.086
C 1.004 -2.001 0.717
N 1.235 -1.300 1.771
C 0.086 -0.927 2.385
C -1.066 -1.361 1.810
C -2.482 -1.060 2.169
C -3.279 -0.782 0.916
C -4.259 -1.659 0.530
C -4.970 -1.480 -0.664
C -4.680 -0.425 -1.480
C -3.677 0.502 -1.125
C -3.358 1.587 -1.967
C -2.381 2.477 -1.623
C -1.691 2.326 -0.414
C -1.978 1.285 0.425
C -2.969 0.336 0.095
S -0.695 -2.339 0.424
N 1.438 1.559 0.004
H 3.019 3.800 1.741
H 1.285 3.664 1.351
H 1.979 2.717 2.668
H 4.542 1.780 1.234
H 5.013 -1.245 -1.030
H 5.836 0.318 -1.057
H 5.672 -0.541 0.474
H 0.280 -2.405 -2.319
H 1.509 -1.527 -3.263
H 2.839 -2.790 0.410
H 0.153 -0.306 3.259
H -2.504 -0.207 2.851
H -2.922 -1.917 2.688
H -4.489 -2.514 1.152
H -5.736 -2.191 -0.935
H -5.210 -0.285 -2.411
H -3.900 1.695 -2.895
H -2.135 3.301 -2.278
H -0.916 3.028 -0.149
H -1.427 1.189 1.347
```

Energy (eV): -52818.3237
Multiplicity: 1
Structure (SMILES): Cc1cc(C)nc(SCC(=O)Nc2ncc(Cc3cccc4ccccc34)s2)n1
Highest occupied orbital energy (hartree): -0.2958



3.
ORCA calculation (ωB97M-V/def2-TZVPD) on a structure of composition C22H20N8O3RuSSe in a non-equilibrium geometry.

The geometry in XYZ format:
```
56
Properties=species:S:1:pos:R:3
Ru 0.967 -0.399 -0.465
O -1.965 -3.426 0.068
C -1.371 -2.393 -0.152
O -0.198 -2.260 -0.661
C -2.055 -1.068 0.174
C -3.425 -0.994 0.362
C -3.980 0.243 0.645
C -3.145 1.349 0.748
C -1.784 1.180 0.562
N -1.261 -0.011 0.268
H -4.007 -1.900 0.282
H -5.049 0.345 0.776
H -3.536 2.333 0.961
H -1.096 2.014 0.644
N 2.246 2.640 0.745
C 1.782 2.843 -0.482
N 1.865 4.070 -0.977
C 1.396 4.252 -2.206
N 1.405 5.479 -2.719
N 0.905 3.257 -2.981
C 0.855 2.078 -2.419
N 1.215 1.801 -1.161
C 0.369 0.955 -3.244
C -0.050 1.163 -4.549
C -0.503 0.080 -5.284
C -0.521 -1.173 -4.692
C -0.064 -1.301 -3.391
N 0.367 -0.258 -2.689
H 2.743 3.390 1.192
H 2.211 1.722 1.162
H 1.795 6.240 -2.190
H 1.033 5.636 -3.638
H -0.011 2.167 -4.942
H -0.844 0.218 -6.301
H -0.883 -2.043 -5.221
H -0.040 -2.257 -2.884
Se 2.900 -1.912 -0.586
C 3.583 -0.258 -0.910
N 4.091 0.765 -1.108
C 1.788 -0.030 4.303
S 0.469 0.088 3.069
O 1.251 0.251 1.771
C -0.042 -1.633 3.120
C -1.291 -1.955 3.630
C -1.681 -3.285 3.656
C -0.835 -4.269 3.168
C 0.406 -3.931 2.643
C 0.805 -2.606 2.612
H 2.505 -0.781 3.980
H 1.342 -0.293 5.260
H 2.268 0.944 4.369
H -1.951 -1.179 4.000
H -2.656 -3.552 4.040
H -1.149 -5.303 3.179
H 1.059 -4.697 2.248
H 1.775 -2.334 2.215
```

Energy (eV): -119961.4463
Multiplicity: 2
Energy above the lowest of the compared OMol25 structures with the same formula, charge and spin (kcal/mol): 53.16
Charge: +1
Highest occupied orbital energy (alpha / beta) (hartree): -0.4160 / -0.4132



4.
ORCA calculation (ωB97M-V/def2-TZVPD) on a structure of composition C22H21AuN2O2S.

The geometry in XYZ format:
```
49
Properties=species:S:1:pos:R:3
Au -1.927 1.885 1.173
C 1.782 -1.390 1.967
C 2.820 -0.900 0.963
C 2.295 -0.966 -0.450
C 2.741 -1.957 -1.319
C 2.167 -2.138 -2.568
C 1.104 -1.332 -2.949
C 0.629 -0.329 -2.116
C -0.554 0.518 -2.501
C -0.171 1.909 -3.014
C 1.255 -0.120 -0.877
N 0.726 0.873 -0.045
C 1.420 1.897 0.236
C 0.977 2.993 1.062
C 1.766 4.074 1.465
C 0.961 4.865 2.293
C -0.277 4.224 2.349
N -0.273 3.091 1.621
H 2.175 -1.349 2.985
H 1.499 -2.422 1.750
H 0.871 -0.791 1.933
H 3.724 -1.517 1.022
H 3.118 0.120 1.222
H 3.540 -2.615 -0.991
H 2.523 -2.923 -3.226
H 0.613 -1.492 -3.904
H -1.206 0.627 -1.629
H -1.128 -0.012 -3.266
H 0.361 2.470 -2.246
H -1.065 2.479 -3.276
H 0.470 1.842 -3.898
H 2.427 2.028 -0.193
H 2.798 4.238 1.188
H 1.231 5.782 2.797
H -1.166 4.523 2.882
O -3.081 -1.723 3.761
C -2.451 -1.097 2.880
O -1.663 -0.142 3.012
C -2.642 -1.643 1.453
C -2.243 -2.962 1.240
C -2.349 -3.577 0.001
C -2.897 -2.868 -1.061
C -3.311 -1.560 -0.860
C -3.183 -0.923 0.378
S -3.814 0.736 0.521
H -1.855 -3.512 2.090
H -2.013 -4.600 -0.133
H -2.993 -3.325 -2.041
H -3.733 -0.989 -1.680
```

Energy (eV): -44760.0797
Multiplicity: 1
Energy above the lowest of the compared OMol25 structures with the same formula, charge and spin (kcal/mol): 0.00
Charge: -2
Highest occupied orbital energy (hartree): -0.0448



5.
ORCA calculation (ωB97M-V/def2-TZVPD) on a structure of composition C22H21BrEuNO8S2Se in a non-equilibrium geometry.

The geometry in XYZ format:
```
57
Properties=species:S:1:pos:R:3
Eu -0.081 1.115 0.623
Br 0.940 3.637 -2.265
C -0.746 3.686 -1.443
C -1.411 4.889 -1.279
C -2.678 4.854 -0.719
C -3.214 3.630 -0.346
C -2.448 2.487 -0.523
N -1.228 2.499 -1.088
C -2.777 1.163 0.159
O -3.504 0.307 -0.335
O -2.159 1.086 1.256
H -0.935 5.812 -1.565
H -3.232 5.767 -0.564
H -4.189 3.545 0.107
O 1.700 -0.491 0.578
S 2.973 -1.018 0.021
C 2.593 -2.836 -0.248
C 1.166 -3.053 -0.740
C 0.226 -3.511 0.381
C -1.231 -3.354 -0.015
S -1.921 -1.615 0.043
O -0.815 -0.724 -0.451
C -1.872 -1.478 1.850
C -0.741 -1.061 2.550
C -0.849 -0.782 3.908
C -2.064 -0.937 4.559
C -3.170 -1.405 3.866
C -3.075 -1.675 2.510
C 2.957 -0.576 -1.742
C 4.009 -0.991 -2.547
C 4.021 -0.636 -3.885
C 2.999 0.145 -4.404
C 1.959 0.565 -3.592
C 1.940 0.212 -2.251
H 2.756 -3.314 0.718
H 3.334 -3.212 -0.947
H 1.162 -3.799 -1.538
H 0.774 -2.123 -1.158
H 0.415 -2.935 1.286
H 0.422 -4.563 0.617
H -1.893 -3.909 0.646
H -1.394 -3.693 -1.036
H 0.238 -0.934 2.075
H 0.025 -0.437 4.444
H -2.150 -0.676 5.604
H -4.116 -1.523 4.371
H -3.936 -1.987 1.941
H 4.813 -1.583 -2.134
H 4.830 -0.963 -4.522
H 3.013 0.438 -5.442
H 1.172 1.183 -3.995
H 1.127 0.565 -1.598
O 1.836 2.298 0.274
Se 1.324 2.933 1.722
O 1.033 1.558 2.568
O -0.181 3.421 1.306
O 2.248 3.999 2.389
```

Energy (eV): -217411.9196
Multiplicity: 8
Energy above the lowest of the compared OMol25 structures with the same formula, charge and spin (kcal/mol): 53.43
Charge: -1
Highest occupied orbital energy (alpha / beta) (hartree): -0.0729 / -0.1969



6.
ORCA calculation (ωB97M-V/def2-TZVPD) on the molecule C22H21BrFNO3.

The geometry in XYZ format:
```
49
Properties=species:S:1:pos:R:3
C 2.056 0.223 -3.799
C 1.877 -1.003 -2.909
O 0.518 -1.342 -2.711
C -0.246 -0.665 -1.809
C 0.216 0.385 -1.023
C -0.608 1.061 -0.134
C -0.084 2.221 0.667
N -0.617 2.197 2.009
C -0.327 3.182 2.936
C -0.608 2.946 4.283
C -0.403 3.923 5.236
C 0.095 5.167 4.869
O 0.317 6.163 5.780
C 0.383 5.411 3.533
C 0.178 4.434 2.580
C -1.931 0.672 -0.009
C -2.384 -0.393 -0.760
Br -4.176 -0.984 -0.575
C -1.585 -1.081 -1.669
O -2.220 -2.074 -2.348
C -1.503 -3.115 -2.977
C -0.572 -3.842 -2.042
C -0.852 -3.958 -0.687
C 0.025 -4.603 0.167
C 1.198 -5.153 -0.322
C 1.494 -5.060 -1.671
C 0.608 -4.407 -2.506
F 0.911 -4.317 -3.821
H 3.115 0.400 -3.964
H 1.614 1.107 -3.347
H 1.574 0.052 -4.758
H 2.388 -0.877 -1.947
H 2.296 -1.882 -3.407
H 1.242 0.703 -1.108
H -0.413 3.152 0.187
H 1.019 2.212 0.658
H -0.690 1.270 2.403
H -0.996 1.982 4.581
H -0.629 3.717 6.274
H 0.064 5.855 6.658
H 0.774 6.377 3.255
H 0.415 4.656 1.551
H -2.594 1.186 0.668
H -0.950 -2.745 -3.847
H -2.287 -3.797 -3.325
H -1.770 -3.539 -0.302
H -0.211 -4.680 1.218
H 1.882 -5.657 0.343
H 2.397 -5.482 -2.081
```

Energy (eV): -103546.8242
Multiplicity: 1
Energy above the lowest of the compared OMol25 structures with the same formula, charge and spin (kcal/mol): 0.00
Structure (SMILES): CCOc1cc(CNc2ccc(O)cc2)cc(Br)c1OCc1ccccc1F
Highest occupied orbital energy (hartree): -0.2737



7.
ORCA calculation (ωB97M-V/def2-TZVPD) on a structure of composition C22H21Cl2MnN3O4SSe in a non-equilibrium geometry.

The geometry in XYZ format:
```
55
Properties=species:S:1:pos:R:3
Mn 0.997 -0.017 -0.373
Cl 0.112 5.477 -4.811
C 0.303 4.025 -3.917
C 0.041 2.815 -4.603
C 0.212 1.594 -3.981
Cl -0.107 0.107 -4.749
C 0.673 1.521 -2.673
O 0.922 0.305 -2.169
C 0.841 2.721 -1.953
C 1.096 2.792 -0.565
O 1.221 1.785 0.196
C 0.680 4.002 -2.618
H -0.270 2.856 -5.638
H 1.220 3.770 -0.085
H 0.862 4.919 -2.088
O -8.026 1.037 0.855
C -7.206 0.073 1.282
O -7.520 -0.660 2.158
C -5.851 -0.061 0.621
C -4.809 -0.625 1.379
C -3.530 -0.696 0.884
C -3.269 -0.208 -0.416
S -1.701 -0.090 -1.137
C -4.325 0.280 -1.212
C -5.593 0.364 -0.692
H -7.597 1.712 0.331
H -5.028 -0.980 2.373
H -2.714 -1.125 1.466
H -4.100 0.587 -2.233
H -6.383 0.755 -1.314
C -0.290 -4.008 3.091
N 0.815 -3.139 3.468
C 1.577 -3.258 4.593
C 2.490 -2.274 4.591
N 2.296 -1.529 3.471
C 3.008 -0.322 3.081
C 1.280 -2.073 2.809
Se 0.297 -1.476 1.333
H -0.399 -4.746 3.873
H -0.067 -4.493 2.139
H -1.198 -3.400 3.027
H 1.410 -4.032 5.310
H 3.246 -2.044 5.316
H 3.636 -0.013 3.913
H 2.288 0.467 2.858
H 3.639 -0.530 2.213
C 5.305 0.291 -2.960
C 5.225 -0.722 -1.798
C 3.975 -0.577 -1.070
N 2.975 -0.389 -0.552
H 6.258 0.167 -3.485
H 5.244 1.306 -2.588
H 4.513 0.118 -3.691
H 6.050 -0.610 -1.094
H 5.273 -1.751 -2.164
```

Energy (eV): -168346.2550
Multiplicity: 4
Energy above the lowest of the compared OMol25 structures with the same formula, charge and spin (kcal/mol): 0.30
Charge: +2
Highest occupied orbital energy (alpha / beta) (hartree): -0.5130 / -0.5161



8.
ORCA calculation (ωB97M-V/def2-TZVPD) on a structure of composition C22H21CuN4O2SSe.

The geometry in XYZ format:
```
52
Properties=species:S:1:pos:R:3
Cu 0.496 0.905 1.161
N -0.094 4.585 -0.325
C -1.411 4.936 -0.498
C -1.958 4.938 0.747
N -1.019 4.569 1.687
C 0.073 4.354 1.002
C 1.335 3.851 1.580
N 1.561 2.630 2.000
C 2.816 2.634 2.561
C 3.360 3.873 2.458
N 2.412 4.640 1.812
H 0.494 4.187 -1.041
H -1.834 5.108 -1.473
H -2.977 5.158 1.023
H 3.244 1.728 2.959
H 4.313 4.273 2.759
H 2.439 5.632 1.659
O -3.178 0.185 -0.325
C -1.955 0.271 -0.253
O -1.346 0.667 0.811
C -1.141 -0.192 -1.459
C -1.776 -1.140 -2.262
C -1.184 -1.655 -3.402
C 0.080 -1.208 -3.764
C 0.722 -0.264 -2.984
C 0.136 0.259 -1.827
S 1.072 1.478 -0.935
H -2.766 -1.452 -1.957
H -1.700 -2.399 -3.998
H 0.571 -1.599 -4.649
H 1.712 0.082 -3.258
C -1.268 -4.780 -1.442
C -0.664 -3.837 -0.436
C 0.654 -3.424 -0.540
C 1.224 -2.539 0.373
C 2.647 -2.099 0.157
C 0.453 -2.051 1.440
Se 1.222 -0.805 2.682
C -0.892 -2.446 1.547
C -1.817 -1.929 2.620
C -1.419 -3.332 0.613
H -0.607 -4.912 -2.300
H -2.221 -4.395 -1.813
H -1.458 -5.766 -1.010
H 1.258 -3.774 -1.373
H 3.067 -2.606 -0.715
H 3.275 -2.307 1.026
H 2.694 -1.019 -0.007
H -1.440 -1.013 3.064
H -1.938 -2.671 3.416
H -2.799 -1.723 2.189
H -2.469 -3.606 0.696
```

Energy (eV): -154035.8763
Multiplicity: 2
Energy above the lowest of the compared OMol25 structures with the same formula, charge and spin (kcal/mol): 0.00
Charge: -1
Highest occupied orbital energy (alpha / beta) (hartree): -0.1552 / -0.1531



9.
ORCA calculation (ωB97M-V/def2-TZVPD) on the molecule C22H21F2NO.

The geometry in XYZ format:
```
47
Properties=species:S:1:pos:R:3
C -2.192 2.525 3.635
C -1.106 1.565 3.258
C -1.339 0.198 3.216
C -0.329 -0.685 2.872
C 0.941 -0.220 2.562
C 2.024 -1.136 2.053
N 2.188 -1.005 0.606
C 1.107 -1.612 -0.162
C 0.975 -0.875 -1.513
O 2.229 -0.895 -2.172
C 0.001 -1.599 -2.434
C -1.138 -1.001 -2.956
C -1.979 -1.699 -3.806
C -1.661 -3.000 -4.142
F -2.481 -3.686 -4.967
C -0.518 -3.612 -3.663
C 0.308 -2.902 -2.814
C 0.539 0.552 -1.189
C -0.635 0.787 -0.477
C -0.998 2.070 -0.115
C -0.170 3.121 -0.465
F -0.510 4.373 -0.092
C 0.991 2.921 -1.185
C 1.337 1.631 -1.546
C 1.176 1.150 2.611
C 0.170 2.029 2.957
H -2.119 2.773 4.695
H -3.175 2.094 3.457
H -2.101 3.451 3.071
H -2.323 -0.184 3.450
H -0.532 -1.747 2.850
H 1.802 -2.181 2.280
H 2.985 -0.877 2.508
H 2.220 -0.007 0.400
H 1.367 -2.663 -0.328
H 0.143 -1.578 0.361
H 2.917 -0.930 -1.495
H -1.377 0.022 -2.714
H -2.866 -1.240 -4.212
H -0.284 -4.622 -3.960
H 1.218 -3.360 -2.459
H -1.279 -0.034 -0.201
H -1.905 2.258 0.436
H 1.611 3.762 -1.453
H 2.234 1.452 -2.118
H 2.161 1.529 2.373
H 0.372 3.090 2.989
```

Energy (eV): -32127.7594
Multiplicity: 1
Energy above the lowest of the compared OMol25 structures with the same formula, charge and spin (kcal/mol): 0.00
Structure (SMILES): Cc1ccc(CNCC(O)(c2ccc(F)cc2)c2ccc(F)cc2)cc1
Highest occupied orbital energy (hartree): -0.3282